i:
This record from the OMol25 dataset describes C6H8N2O in the gas phase. The level of theory is wB97M-V/def2-TZVPD.

Last column: natural (NBO) charge in e.
Positions of all 17 atoms, in Å:
1 N -0.50556 -1.28071 1.91001  -0.8720
2 C -0.74718 -1.01876 0.61558  0.6543
3 C 0.44835 -0.54251 -0.18691  -0.1498
4 C 0.34034 -0.19301 -1.65516  -0.2405
5 C -0.06908 1.28161 -1.70459  -0.2508
6 C -0.21215 1.71544 -0.26090  -0.2282
7 N 0.96786 0.84309 0.08767  -0.3873
8 C 1.34241 0.89269 -1.39854  -0.0895
9 H 1.26825 -1.25629 -0.01283  0.2204
10 H 0.26440 -0.85045 -2.51905  0.2366
11 H -0.46084 1.73441 -2.61385  0.2323
12 H 0.06754 2.76591 -0.11359  0.2049
13 H -1.13804 1.50039 0.29285  0.1916
14 H 2.31911 1.13905 -1.80891  0.2294
15 O -1.83093 -1.25878 0.08686  -0.5697
16 H -0.12261 -0.57027 2.51952  0.4098
17 H -0.91553 -2.13677 2.29315  0.4086

SMILES: NC(=O)[C@H]1[C@H]2[C@H]3CN1[C@H]32
Frontier orbital gap in eV: 10.199
Charge: 0
HOMO energy in eV: -9.22

ii:
This record from the OMol25 dataset describes C6H8N2O in the gas phase. The level of theory is wB97M-V/def2-TZVPD.

Last column: natural (NBO) charge in e.
Positions of all 17 atoms, in Å:
1 C -3.21830 -0.47517 -0.11888  -0.6751
2 C -1.80289 0.14654 -0.00943  0.6950
3 C 0.56563 -0.41861 0.02107  0.2886
4 C 1.71513 -1.25322 0.06179  -0.3105
5 C 2.84401 -0.40367 -0.04734  -0.2906
6 C 2.35925 0.92920 -0.07148  -0.0895
7 H -3.42772 -0.51695 0.89428  0.2271
8 H -3.87933 0.17565 -0.61066  0.2377
9 H -3.15437 -1.63246 -0.70948  0.2062
10 H -0.94231 -1.68445 0.43845  0.4132
11 H 1.74876 -2.10484 0.22598  0.1671
12 H 3.99653 -0.63046 -0.05033  0.2321
13 H 2.91296 1.93743 -0.04847  0.2165
14 H 0.21062 1.76850 0.08078  0.4829
15 N -0.80024 -0.79824 0.01434  -0.6216
16 N 0.95068 0.91904 -0.07100  -0.5590
17 O -1.66191 1.33644 0.14522  -0.6201

SMILES: CC(=O)Nc1ccc[nH]1
Frontier orbital gap in eV: 8.193
Charge: 0
HOMO energy in eV: -7.48

iii:
This record from the OMol25 dataset describes 2 unconnected molecules or ions with the total composition C6H8N2O. The level of theory is wB97M-V/def2-TZVPD.

Last column: natural (NBO) charge in e.
Positions of all 17 atoms, in Å:
1 C -0.35753 1.50961 0.19271  0.1818
2 C -1.02356 0.51623 0.34286  -0.1163
3 C 0.67572 -0.76324 -1.07143  -0.1162
4 C 1.50692 -0.52322 0.09334  0.6115
5 C -1.89567 -0.66389 0.46909  -0.7062
6 C 0.33043 -0.93256 -2.20111  -0.1894
7 N 0.33534 2.67006 -0.08029  -0.8364
8 N 1.04767 -1.19977 1.15034  -0.7922
9 O 2.45232 0.29104 0.11093  -0.6012
10 H -1.71856 -0.89794 1.48015  0.2282
11 H -3.00907 -0.29341 0.46226  0.2436
12 H -1.69068 -1.38337 -0.38268  0.2522
13 H 0.70791 2.68469 -1.13228  0.3962
14 H -0.23633 -1.13492 -3.11566  0.2454
15 H 1.14415 2.83405 0.52104  0.3980
16 H 0.12533 -1.42275 1.14395  0.3910
17 H 1.60562 -1.29062 2.01677  0.4099

SMILES: C#CC(N)=O.CC#CN
Frontier orbital gap in eV: 9.183
Charge: 0
HOMO energy in eV: -8.37

iv:
This record from the OMol25 dataset describes C6H8N2O in the gas phase. The level of theory is wB97M-V/def2-TZVPD.

Last column: natural (NBO) charge in e.
Positions of all 17 atoms, in Å:
1 C 0.21480 0.02489 -2.24507  -0.2085
2 C -0.33472 0.11484 -0.75591  -0.0315
3 C -1.52398 -0.31798 -0.51903  -0.2369
4 C -1.73387 -0.69976 0.82785  -0.2023
5 C -0.77876 -0.57084 1.79903  -0.0144
6 C 0.71240 0.17807 0.21168  0.0018
7 H 1.07775 2.00760 -2.74523  0.3852
8 H 1.95607 0.36897 -3.15093  0.3702
9 H 0.53122 -1.05335 -2.33855  0.2087
10 H -0.66232 -0.03099 -3.19277  0.1431
11 H -2.16170 -0.42639 -1.31934  0.2255
12 H -2.72703 -0.80940 1.33695  0.2247
13 H -1.00552 -0.60632 2.94222  0.2500
14 H 1.72224 0.72894 0.15163  0.2684
15 N 1.26222 0.88091 -2.37677  -0.8513
16 N 0.43461 -0.13863 1.43356  0.0589
17 O 1.25702 0.28120 2.37589  -0.5917

SMILES: NCc1ccc[n+]([O-])c1
Frontier orbital gap in eV: 8.836
Charge: 0
HOMO energy in eV: -8.35

If you had to bet on the most stable structure above, which would it be? Bet on ii.